No. 1
{
  "formula": "C20H54N2O22S6",
  "method": "ωB97M-V/def2-TZVPD",
  "symbols": ["C", "C", "O", "S", "C", "O", "O", "H", "H", "H", "H", "H", "H", "H", "H", "C", "C", "O", "S", "C", "O", "O", "H", "H", "H", "H", "H", "H", "H", "H", "C", "C", "O", "S", "C", "O", "O", "H", "H", "H", "H", "H", "H", "H", "H", "C", "C", "O", "S", "C", "O", "O", "H", "H", "H", "H", "H", "H", "H", "H", "C", "C", "O", "S", "C", "O", "O", "H", "H", "H", "H", "H", "H", "H", "H", "C", "C", "O", "S", "C", "O", "O", "H", "H", "H", "H", "H", "H", "H", "H", "C", "N", "O", "O", "H", "H", "H", "C", "N", "O", "O", "H", "H", "H"],
  "xyz": [[24.11, 16.30, -9.95], [23.39, 17.38, -9.07], [22.41, 17.78, -10.04], [22.49, 19.30, -10.74], [22.07, 20.42, -9.36], [23.95, 19.48, -11.04], [21.45, 19.28, -11.79], [24.95, 15.93, -9.38], [24.63, 16.72, -10.81], [23.46, 15.45, -10.18], [22.81, 16.96, -8.25], [24.07, 18.14, -8.68], [21.05, 20.21, -9.03], [22.28, 21.40, -9.79], [22.81, 20.27, -8.58], [27.90, 22.84, -15.65], [26.74, 21.91, -16.08], [27.19, 20.70, -16.43], [26.11, 19.53, -16.91], [25.42, 19.20, -15.14], [25.10, 20.20, -17.82], [26.75, 18.23, -17.17], [27.61, 23.72, -15.07], [28.46, 23.26, -16.49], [28.55, 22.14, -15.12], [26.04, 21.88, -15.25], [26.14, 22.37, -16.86], [24.91, 18.24, -15.22], [24.83, 20.09, -14.95], [26.24, 18.98, -14.45], [23.99, 6.74, -15.87], [24.59, 6.76, -17.23], [23.95, 7.64, -18.21], [23.13, 7.00, -19.57], [21.66, 6.12, -18.95], [22.61, 8.01, -20.42], [24.13, 6.03, -20.04], [23.03, 6.22, -15.94], [23.77, 7.73, -15.48], [24.49, 6.09, -15.15], [25.66, 6.98, -17.19], [24.70, 5.76, -17.65], [21.97, 5.14, -18.61], [21.16, 5.94, -19.91], [21.08, 6.63, -18.18], [33.34, 8.06, -16.44], [33.64, 9.29, -15.56], [33.29, 8.98, -14.21], [32.13, 9.78, -13.36], [32.77, 11.54, -13.58], [30.82, 9.68, -13.99], [32.31, 9.37, -11.99], [33.75, 8.08, -17.45], [32.28, 7.96, -16.66], [33.83, 7.17, -16.04], [34.73, 9.40, -15.63], [33.09, 10.13, -15.96], [31.96, 12.13, -13.14], [32.75, 11.64, -14.67], [33.67, 11.69, -12.99], [30.02, 12.00, -7.33], [29.98, 11.82, -5.83], [30.67, 12.81, -5.12], [31.50, 12.49, -3.79], [30.12, 11.76, -2.79], [32.40, 11.38, -4.03], [32.01, 13.76, -3.27], [29.34, 11.22, -7.68], [31.02, 11.76, -7.70], [29.74, 13.00, -7.67], [29.02, 11.98, -5.33], [30.30, 10.82, -5.55], [30.54, 11.23, -1.94], [29.87, 10.82, -3.28], [29.27, 12.43, -2.61], [25.07, 13.79, -20.89], [24.13, 14.12, -19.76], [22.75, 14.04, -20.01], [21.84, 13.85, -18.60], [22.16, 11.99, -18.32], [22.54, 14.63, -17.54], [20.40, 14.05, -18.95], [25.01, 12.79, -21.31], [26.01, 14.02, -20.39], [24.84, 14.54, -21.65], [24.44, 13.73, -18.79], [24.22, 15.18, -19.53], [21.77, 11.84, -17.31], [23.17, 11.65, -18.52], [21.56, 11.37, -18.99], [25.93, 12.33, -13.84], [26.08, 11.70, -12.45], [26.98, 12.07, -11.68], [25.32, 10.72, -12.20], [24.94, 12.08, -14.22], [26.80, 12.02, -14.41], [26.00, 13.42, -13.80], [28.23, 9.62, -20.41], [28.51, 10.56, -19.36], [27.94, 10.48, -18.30], [29.33, 11.49, -19.59], [27.15, 9.58, -20.47], [28.60, 8.63, -20.16], [28.76, 10.05, -21.27]],
  "lumo_ha": -0.00695,
  "charge": 0,
  "smiles": "CCOS(C)(=O)=O.CCOS(C)(=O)=O.CCOS(C)(=O)=O.CCOS(C)(=O)=O.CCOS(C)(=O)=O.CCOS(C)(=O)=O.C[N+](=O)[O-].C[N+](=O)[O-]",
  "total_energy_ha": -4947.84851
}



No. 2
{
  "formula": "C20H55AlBO20S5Si",
  "method": "ωB97M-V/def2-TZVPD",
  "symbols": ["C", "Si", "C", "C", "C", "O", "Al", "O", "C", "O", "B", "O", "O", "H", "H", "H", "H", "H", "H", "H", "H", "H", "H", "H", "H", "H", "H", "H", "O", "S", "O", "O", "C", "C", "C", "H", "H", "H", "H", "H", "H", "H", "H", "O", "S", "O", "O", "C", "C", "C", "H", "H", "H", "H", "H", "H", "H", "H", "O", "S", "O", "O", "C", "C", "C", "H", "H", "H", "H", "H", "H", "H", "H", "O", "S", "O", "O", "C", "C", "C", "H", "H", "H", "H", "H", "H", "H", "H", "O", "S", "O", "O", "C", "C", "C", "H", "H", "H", "H", "H", "H", "H", "H"],
  "xyz": [[-1.41, -6.22, 1.78], [-1.75, -5.09, 0.29], [-2.80, -6.10, -0.90], [-0.09, -4.70, -0.53], [-2.70, -3.58, 0.93], [-4.11, -3.76, 0.80], [-4.82, -2.19, 0.29], [-3.31, -1.32, 0.90], [-2.37, -2.19, 0.40], [-1.02, -1.80, 0.69], [-0.59, -0.84, -0.18], [0.50, -1.12, -0.97], [-1.17, 0.42, -0.27], [-0.38, -6.56, 1.76], [-1.60, -5.67, 2.70], [-2.05, -7.11, 1.75], [-3.56, -6.67, -0.36], [-2.17, -6.82, -1.42], [-3.29, -5.48, -1.65], [0.04, -3.63, -0.68], [-0.02, -5.23, -1.48], [0.71, -5.06, 0.11], [-2.50, -3.53, 2.02], [-6.09, -1.62, 1.09], [-4.76, -1.95, -1.31], [-2.49, -2.23, -0.71], [0.74, -0.30, -1.42], [-2.07, 0.34, -0.60], [1.71, 3.25, -4.34], [0.77, 2.19, -4.52], [0.71, 1.14, -3.56], [0.96, 1.59, -5.98], [2.30, 1.19, -6.35], [2.73, -0.12, -5.73], [-0.85, 2.84, -4.75], [3.00, 2.00, -6.11], [2.27, 1.10, -7.44], [2.84, -0.04, -4.65], [3.69, -0.43, -6.16], [1.99, -0.90, -5.93], [-0.81, 3.63, -5.49], [-1.17, 3.23, -3.78], [-1.51, 2.03, -5.06], [-5.56, -1.08, 5.70], [-4.44, -0.30, 5.28], [-3.42, 0.02, 6.24], [-5.00, 1.07, 4.67], [-5.95, 1.81, 5.46], [-5.29, 2.52, 6.62], [-3.72, -0.94, 3.82], [-6.74, 1.14, 5.80], [-6.40, 2.52, 4.77], [-4.91, 1.81, 7.34], [-6.00, 3.17, 7.13], [-4.45, 3.12, 6.27], [-4.49, -1.14, 3.08], [-3.21, -1.86, 4.10], [-3.01, -0.21, 3.43], [4.07, -1.15, -8.63], [3.70, -1.75, -9.87], [3.10, -3.04, -9.89], [4.97, -1.74, -10.83], [6.19, -2.31, -10.31], [6.18, -3.83, -10.29], [2.71, -0.63, -10.81], [6.39, -1.90, -9.32], [6.97, -1.95, -10.98], [5.45, -4.21, -9.57], [7.16, -4.20, -10.00], [5.92, -4.22, -11.27], [3.19, 0.34, -10.82], [1.75, -0.58, -10.31], [2.60, -1.03, -11.81], [-1.40, 4.68, 9.82], [-2.12, 3.44, 9.78], [-3.52, 3.45, 9.48], [-1.88, 2.68, 11.16], [-2.15, 3.42, 12.37], [-3.63, 3.55, 12.67], [-1.32, 2.28, 8.73], [-1.66, 4.39, 12.31], [-1.65, 2.84, 13.15], [-4.13, 4.18, 11.93], [-3.76, 4.00, 13.65], [-4.11, 2.58, 12.65], [-0.26, 2.26, 8.98], [-1.46, 2.63, 7.71], [-1.78, 1.31, 8.87], [5.49, 4.89, 0.48], [5.65, 3.52, 0.11], [6.79, 3.14, -0.67], [4.33, 3.01, -0.58], [3.80, 3.78, -1.69], [4.57, 3.58, -2.98], [5.55, 2.49, 1.54], [3.76, 4.83, -1.41], [2.77, 3.43, -1.81], [5.58, 3.98, -2.91], [4.04, 4.07, -3.79], [4.65, 2.51, -3.20], [4.67, 2.77, 2.11], [6.46, 2.67, 2.11], [5.50, 1.46, 1.21]],
  "lumo_ha": 0.05323,
  "charge": -1,
  "total_energy_ha": -4847.80812
}



No. 3
{
  "formula": "C20H55N5O5",
  "method": "ωB97M-V/def2-TZVPD",
  "symbols": ["C", "O", "C", "C", "C", "N", "H", "H", "H", "H", "H", "H", "H", "H", "H", "H", "H", "C", "O", "C", "C", "C", "N", "H", "H", "H", "H", "H", "H", "H", "H", "H", "H", "H", "C", "O", "C", "C", "C", "N", "H", "H", "H", "H", "H", "H", "H", "H", "H", "H", "H", "C", "O", "C", "C", "C", "N", "H", "H", "H", "H", "H", "H", "H", "H", "H", "H", "H", "C", "O", "C", "C", "C", "N", "H", "H", "H", "H", "H", "H", "H", "H", "H", "H", "H"],
  "xyz": [[5.20, -0.84, -1.82], [4.21, -0.66, -2.81], [4.51, -1.22, -4.06], [3.26, -1.51, -4.89], [3.59, -1.88, -6.33], [2.30, -0.39, -4.92], [4.73, -1.16, -0.89], [5.70, 0.12, -1.65], [5.96, -1.58, -2.07], [5.21, -0.58, -4.62], [5.05, -2.18, -3.94], [2.71, -2.29, -4.36], [4.19, -2.78, -6.40], [4.03, -1.02, -6.82], [2.62, -2.12, -6.76], [2.16, -0.02, -3.99], [2.65, 0.40, -5.46], [-4.96, -3.92, -1.02], [-3.64, -3.84, -1.51], [-2.72, -4.60, -0.75], [-1.44, -4.80, -1.55], [-0.74, -3.49, -1.93], [-1.65, -5.62, -2.75], [-5.06, -3.40, -0.07], [-5.30, -4.96, -0.95], [-5.58, -3.43, -1.77], [-2.52, -4.10, 0.21], [-3.11, -5.61, -0.54], [-0.73, -5.34, -0.92], [-0.41, -3.51, -2.97], [0.13, -3.35, -1.29], [-1.32, -2.57, -1.83], [-2.15, -5.05, -3.43], [-2.19, -6.45, -2.55], [2.71, 1.86, 1.64], [2.46, 1.01, 0.55], [1.17, 1.20, -0.03], [1.19, 0.80, -1.48], [-0.17, 0.99, -2.11], [1.64, -0.60, -1.65], [2.01, 1.68, 2.46], [2.74, 2.91, 1.32], [3.69, 1.60, 2.02], [0.45, 0.57, 0.51], [0.94, 2.27, 0.02], [1.93, 1.43, -1.99], [-0.17, 0.77, -3.18], [-0.64, 1.95, -1.93], [-0.84, 0.23, -1.68], [2.53, -0.66, -2.15], [2.00, -0.86, -0.73], [-6.35, -0.29, 2.02], [-5.28, 0.09, 1.21], [-5.22, 1.49, 1.02], [-4.06, 1.78, 0.08], [-2.75, 1.52, 0.78], [-4.07, 3.17, -0.43], [-7.31, 0.04, 1.59], [-6.23, 0.06, 3.05], [-6.43, -1.38, 2.00], [-6.18, 1.81, 0.60], [-5.07, 1.96, 2.00], [-4.18, 1.14, -0.80], [-1.88, 1.71, 0.15], [-2.70, 0.48, 1.11], [-2.59, 2.13, 1.68], [-4.00, 3.83, 0.35], [-5.01, 3.34, -0.78], [-0.22, 3.80, 3.69], [0.64, 2.98, 4.47], [1.86, 3.60, 4.76], [2.76, 2.68, 5.58], [2.10, 2.09, 6.82], [3.99, 3.42, 5.92], [0.35, 4.47, 3.05], [-0.89, 4.39, 4.32], [-0.80, 3.10, 3.09], [2.37, 3.90, 3.84], [1.75, 4.50, 5.38], [3.12, 1.87, 4.95], [2.60, 1.17, 7.11], [1.05, 1.85, 6.58], [2.00, 2.79, 7.65], [3.77, 4.24, 6.48], [4.54, 2.85, 6.55]],
  "lumo_ha": 0.02817,
  "charge": 0,
  "smiles": "COC[C@H](C)N.COC[C@H](C)N.COC[C@H](C)N.COC[C@H](C)N.COC[C@H](C)N",
  "de_lowest_kcal_mol": 17.13,
  "total_energy_ha": -1444.86789
}



No. 4
{
  "formula": "C20H55N5O5",
  "method": "ωB97M-V/def2-TZVPD",
  "symbols": ["C", "C", "C", "O", "C", "N", "H", "H", "H", "H", "H", "H", "H", "H", "H", "H", "H", "C", "C", "C", "O", "C", "N", "H", "H", "H", "H", "H", "H", "H", "H", "H", "H", "H", "C", "C", "C", "O", "C", "N", "H", "H", "H", "H", "H", "H", "H", "H", "H", "H", "H", "C", "C", "C", "O", "C", "N", "H", "H", "H", "H", "H", "H", "H", "H", "H", "H", "H", "C", "C", "C", "O", "C", "N", "H", "H", "H", "H", "H", "H", "H", "H", "H", "H", "H"],
  "xyz": [[-3.56, -0.14, -1.07], [-3.90, 0.40, 0.33], [-5.45, 0.41, 0.49], [-6.20, -0.49, -0.31], [-7.52, -0.26, -0.57], [-3.17, -0.35, 1.31], [-3.93, 0.43, -1.92], [-4.03, -1.13, -1.13], [-2.49, -0.30, -1.18], [-3.48, 1.40, 0.43], [-5.79, 1.41, 0.21], [-5.71, 0.36, 1.54], [-7.78, -0.81, -1.47], [-7.81, 0.75, -0.84], [-8.14, -0.58, 0.27], [-3.65, -1.22, 1.45], [-2.24, -0.54, 0.96], [2.13, 1.99, -3.12], [1.77, 2.30, -1.67], [2.56, 3.43, -0.93], [2.63, 4.59, -1.68], [3.60, 5.49, -1.11], [0.39, 2.52, -1.50], [1.72, 2.79, -3.73], [1.80, 1.00, -3.43], [3.21, 2.01, -3.28], [1.90, 1.33, -1.19], [3.50, 3.06, -0.52], [2.00, 3.81, -0.07], [4.61, 5.09, -1.14], [3.28, 5.74, -0.10], [3.72, 6.46, -1.60], [0.17, 3.43, -1.13], [-0.17, 2.50, -2.34], [-0.90, 1.32, 2.65], [-1.43, 1.81, 3.98], [-0.86, 1.13, 5.28], [-1.92, 1.21, 6.26], [-1.82, 0.47, 7.46], [-1.14, 3.27, 4.16], [0.16, 1.41, 2.40], [-1.51, 1.83, 1.90], [-1.11, 0.26, 2.55], [-2.52, 1.88, 3.92], [0.02, 1.67, 5.63], [-0.29, 0.20, 5.19], [-0.80, 0.61, 7.81], [-2.06, -0.60, 7.44], [-2.42, 1.05, 8.16], [-1.45, 3.69, 5.03], [-0.17, 3.54, 4.08], [2.96, -3.51, -1.22], [2.15, -3.16, -2.52], [3.02, -3.39, -3.70], [3.24, -4.80, -3.92], [3.77, -5.05, -5.25], [1.09, -4.19, -2.47], [2.50, -3.16, -0.29], [3.80, -2.83, -1.08], [3.21, -4.57, -1.26], [1.61, -2.22, -2.44], [3.93, -2.78, -3.65], [2.53, -3.02, -4.61], [4.71, -4.50, -5.23], [3.13, -4.74, -6.08], [3.96, -6.12, -5.25], [0.51, -4.15, -3.30], [1.62, -5.03, -2.62], [0.50, -1.89, 1.12], [0.12, -0.50, 0.56], [1.09, -0.04, -0.62], [2.45, 0.19, -0.21], [3.42, -0.89, -0.44], [-1.28, -0.59, 0.18], [-0.33, -2.14, 1.78], [1.43, -2.02, 1.68], [0.49, -2.64, 0.33], [0.30, 0.15, 1.41], [0.80, 0.92, -1.06], [1.14, -0.81, -1.39], [3.08, -1.77, 0.11], [4.38, -0.52, -0.07], [3.59, -1.12, -1.49], [-1.51, 0.34, -0.15], [-1.20, -1.09, -0.70]],
  "lumo_ha": 0.01983,
  "charge": 0,
  "de_lowest_kcal_mol": 200.69,
  "total_energy_ha": -1444.57537
}